{
  "formula": "C30H78N10O14",
  "method": "wB97M-V/def2-TZVPD",
  "species": ["C", "C", "O", "O", "H", "H", "H", "H", "H", "H", "C", "C", "O", "O", "H", "H", "H", "H", "H", "H", "C", "C", "O", "O", "H", "H", "H", "H", "H", "H", "C", "C", "O", "O", "H", "H", "H", "H", "H", "H", "C", "O", "N", "N", "H", "H", "H", "H", "C", "O", "N", "N", "H", "H", "H", "H", "C", "O", "N", "N", "H", "H", "H", "H", "C", "O", "N", "N", "H", "H", "H", "H", "C", "C", "C", "C", "C", "C", "N", "O", "C", "C", "C", "H", "H", "H", "H", "H", "H", "H", "H", "H", "H", "H", "H", "H", "H", "H", "H", "H", "H", "H", "C", "C", "C", "C", "C", "C", "N", "O", "C", "C", "C", "H", "H", "H", "H", "H", "H", "H", "H", "H", "H", "H", "H", "H", "H", "H", "H", "H", "H", "H"],
  "positions_angstrom": [[-0.85, 4.43, 4.86], [-1.92, 3.36, 4.48], [-2.57, 2.83, 5.63], [0.34, 3.88, 5.33], [-1.22, 5.12, 5.61], [-0.48, 5.19, 4.17], [-1.36, 2.54, 4.03], [-2.72, 3.49, 3.75], [-1.84, 2.55, 6.19], [0.29, 3.12, 5.91], [-0.99, 2.81, -4.80], [-1.66, 1.63, -5.42], [-2.24, 2.01, -6.58], [0.05, 3.24, -5.69], [-0.43, 2.58, -3.89], [-1.61, 3.68, -4.59], [-2.24, 1.12, -4.66], [-0.89, 0.92, -5.73], [-3.10, 2.36, -6.37], [-0.37, 3.75, -6.38], [3.59, -2.82, -3.32], [4.99, -2.52, -3.99], [5.95, -3.39, -3.47], [3.41, -2.45, -1.97], [3.27, -3.85, -3.48], [2.89, -2.11, -3.74], [5.28, -1.50, -3.73], [4.97, -2.63, -5.07], [6.70, -3.00, -3.02], [2.55, -2.76, -1.67], [-0.69, -2.83, -4.50], [0.50, -2.38, -5.43], [0.98, -1.09, -5.12], [-0.15, -3.00, -3.22], [-0.97, -3.84, -4.79], [-1.50, -2.10, -4.52], [0.01, -2.32, -6.41], [1.17, -3.20, -5.69], [1.72, -0.97, -5.72], [0.33, -2.19, -3.03], [3.51, 3.02, -5.07], [4.70, 2.88, -4.82], [2.89, 2.39, -6.04], [2.70, 3.78, -4.45], [3.40, 1.77, -6.64], [1.88, 2.36, -6.05], [1.83, 4.13, -4.83], [3.04, 4.28, -3.64], [3.65, 5.29, 2.71], [4.06, 6.26, 2.10], [4.36, 4.39, 3.26], [2.32, 5.07, 2.83], [5.36, 4.44, 3.34], [3.95, 3.52, 3.57], [1.64, 5.77, 2.57], [1.98, 4.19, 3.19], [-1.71, 4.95, 0.69], [-2.35, 6.00, 0.62], [-0.77, 4.63, 1.56], [-1.90, 4.00, -0.25], [-0.41, 5.42, 2.08], [-0.22, 3.79, 1.43], [-1.32, 3.18, -0.14], [-2.67, 3.97, -0.90], [-3.34, -4.19, -1.79], [-2.91, -5.38, -1.89], [-2.80, -3.01, -1.98], [-4.56, -4.00, -1.51], [-3.30, -2.13, -1.88], [-1.93, -2.91, -2.47], [-5.24, -4.75, -1.44], [-4.98, -3.14, -1.85], [-2.77, -2.17, 2.31], [-2.75, -2.66, 3.81], [-3.71, -3.86, 3.98], [-3.23, -5.26, 3.51], [-1.78, -5.65, 4.17], [-0.80, -4.44, 3.98], [-1.47, -3.16, 4.36], [-0.57, -2.05, 4.31], [0.51, -4.75, 4.91], [-0.32, -4.40, 2.50], [-3.33, -1.55, 4.66], [-1.97, -1.43, 2.23], [-3.67, -1.63, 2.02], [-2.51, -2.98, 1.62], [-4.09, -3.86, 5.00], [-4.65, -3.66, 3.46], [-3.31, -5.25, 2.42], [-3.95, -6.01, 3.83], [-1.56, -6.58, 3.64], [-2.02, -5.85, 5.22], [0.29, -4.80, 5.97], [1.05, -5.67, 4.69], [1.27, -3.96, 4.91], [0.27, -5.30, 2.33], [-1.14, -4.48, 1.78], [0.11, -3.42, 2.26], [-4.41, -1.46, 4.53], [-2.93, -0.60, 4.30], [-3.14, -1.86, 5.69], [-0.52, -1.81, 3.38], [-0.07, -0.91, -0.47], [-0.33, 0.50, 0.16], [0.13, 0.39, 1.63], [1.65, 0.44, 1.78], [2.16, 1.71, 1.21], [1.83, 1.91, -0.33], [0.37, 1.65, -0.48], [-0.01, 1.80, -1.81], [2.21, 3.36, -0.68], [2.68, 0.85, -1.16], [-1.81, 0.84, 0.30], [-0.73, -1.66, -0.03], [0.93, -1.33, -0.39], [-0.32, -0.79, -1.52], [-0.10, 1.32, 2.15], [0.01, -0.50, 2.24], [2.12, -0.41, 1.28], [1.84, 0.48, 2.85], [3.25, 1.77, 1.24], [1.81, 2.64, 1.67], [1.94, 3.63, -1.71], [1.77, 4.03, 0.06], [3.28, 3.50, -0.77], [2.34, 0.65, -2.17], [3.69, 1.25, -1.24], [2.91, -0.07, -0.62], [-2.12, 1.29, -0.64], [-2.00, 1.59, 1.07], [-2.49, 0.02, 0.54], [0.09, 0.95, -2.25]],
  "lowdin_charge": [-0.24, -0.22, -0.06, -0.07, 0.12, 0.09, 0.09, 0.12, 0.07, 0.09, -0.20, -0.31, -0.02, -0.10, 0.10, 0.13, 0.12, 0.12, 0.10, 0.10, -0.22, -0.23, -0.06, -0.08, 0.12, 0.08, 0.12, 0.11, 0.09, 0.07, -0.22, -0.24, -0.07, -0.09, 0.13, 0.11, 0.11, 0.12, 0.09, 0.06, -0.80, 0.02, 0.16, 0.18, 0.11, 0.07, 0.10, 0.12, -0.77, 0.04, 0.18, 0.16, 0.13, 0.11, 0.10, 0.07, -0.71, 0.02, 0.18, 0.16, 0.09, 0.08, 0.03, 0.12, -0.74, -0.01, 0.17, 0.14, 0.11, 0.06, 0.13, 0.11, -0.02, -0.51, -0.16, -0.14, -0.09, -0.43, -0.07, -0.03, -0.03, -0.03, -0.04, 0.03, 0.09, 0.06, 0.11, 0.11, 0.09, 0.10, 0.11, 0.11, 0.07, 0.07, 0.06, 0.09, 0.06, 0.07, 0.09, 0.08, 0.10, 0.02, 0.01, -0.45, -0.13, -0.18, -0.15, -0.43, -0.10, -0.04, -0.01, 0.00, -0.03, 0.08, 0.07, 0.06, 0.11, 0.10, 0.11, 0.12, 0.13, 0.08, 0.06, 0.07, 0.09, 0.08, 0.09, 0.06, 0.07, 0.08, 0.07, 0.07],
  "total_energy_ha": -2790.581551,
  "gap_ev": 8.610,
  "fmax_ev_per_a": 7.75
}